1.
{"formula": "C8H9BrO", "method": "ωB97M-V/def2-TZVPD", "symbols": ["Br", "O", "C", "C", "C", "C", "C", "C", "C", "C", "H", "H", "H", "H", "H", "H", "H", "H", "H"], "xyz": [[2.59, 2.59, 1.68], [-1.63, -1.11, -1.35], [1.59, -1.12, 0.29], [2.34, 0.01, 0.38], [0.27, 0.97, 1.20], [-2.60, -0.12, -1.63], [1.76, 0.81, 1.51], [0.61, -1.49, -0.75], [-0.59, 0.34, 0.37], [-0.55, -0.79, -0.60], [-3.16, -0.49, -2.48], [0.70, -2.33, -1.43], [1.29, -1.53, 1.26], [2.69, 0.54, -0.49], [-0.17, 1.77, 1.79], [1.88, 0.35, 2.49], [-1.59, 0.74, 0.45], [-2.14, 0.84, -1.90], [-3.29, 0.03, -0.79]], "orbital_gap_ev": 8.723, "smiles": "COC1=CC=C[C@@H](Br)C=C1", "e_tot_ha": -2959.35055, "relative_energy_ev": 2.740, "total_charge": 0, "lumo_energy_ev": 0.26, "e_homo_ha": -0.311}

---

2.
{"formula": "C76H197N15O23", "method": "ωB97M-V/def2-TZVPD", "symbols": ["O", "O", "O", "O", "O", "O", "O", "O", "O", "O", "O", "O", "O", "O", "O", "O", "O", "O", "O", "O", "O", "O", "O", "N", "N", "N", "N", "N", "N", "N", "N", "N", "N", "N", "N", "N", "N", "N", "C", "C", "C", "C", "C", "C", "C", "C", "C", "C", "C", "C", "C", "C", "C", "C", "C", "C", "C", "C", "C", "C", "C", "C", "C", "C", "C", "C", "C", "C", "C", "C", "C", "C", "C", "C", "C", "C", "C", "C", "C", "C", "C", "C", "C", "C", "C", "C", "C", "C", "C", "C", "C", "C", "C", "C", "C", "C", "C", "C", "C", "C", "C", "C", "C", "C", "C", "C", "C", "C", "C", "C", "C", "C", "C", "C", "H", "H", "H", "H", "H", "H", "H", "H", "H", "H", "H", "H", "H", "H", "H", "H", "H", "H", "H", "H", "H", "H", "H", "H", "H", "H", "H", "H", "H", "H", "H", "H", "H", "H", "H", "H", "H", "H", "H", "H", "H", "H", "H", "H", "H", "H", "H", "H", "H", "H", "H", "H", "H", "H", "H", "H", "H", "H", "H", "H", "H", "H", "H", "H", "H", "H", "H", "H", "H", "H", "H", "H", "H", "H", "H", "H", "H", "H", "H", "H", "H", "H", "H", "H", "H", "H", "H", "H", "H", "H", "H", "H", "H", "H", "H", "H", "H", "H", "H", "H", "H", "H", "H", "H", "H", "H", "H", "H", "H", "H", "H", "H", "H", "H", "H", "H", "H", "H", "H", "H", "H", "H", "H", "H", "H", "H", "H", "H", "H", "H", "H", "H", "H", "H", "H", "H", "H", "H", "H", "H", "H", "H", "H", "H", "H", "H", "H", "H", "H", "H", "H", "H", "H", "H", "H", "H", "H", "H", "H", "H", "H", "H", "H", "H", "H", "H", "H", "H", "H", "H", "H", "H", "H", "H", "H", "H", "H", "H", "H", "H", "H", "H", "H", "H", "H", "H", "H", "H", "H", "H", "H", "H", "H", "H", "H", "H", "H"], "xyz": [[-0.33, -5.60, 0.27], [1.06, -1.71, 6.79], [6.99, 4.32, 0.74], [2.93, -4.01, 0.88], [7.43, 8.42, -2.11], [-4.39, 2.69, 3.70], [-0.85, -0.33, -0.20], [-0.14, 3.21, 7.51], [4.54, 1.91, 2.58], [4.90, 3.56, -4.54], [-4.87, -6.14, 0.21], [5.23, -1.11, -1.96], [8.53, 5.10, 5.74], [0.92, -2.76, -5.81], [-1.33, 6.32, -0.74], [-1.51, -2.35, 3.05], [-1.37, 1.19, -4.07], [-5.88, -7.84, -5.87], [-6.75, -1.15, 2.40], [3.21, 7.66, -1.49], [-2.01, -4.00, -3.35], [-6.04, 2.49, -1.76], [-7.49, -3.94, -0.17], [-5.51, -4.52, -2.31], [-6.62, 3.97, 2.64], [-0.65, -5.13, -6.08], [7.56, 6.02, 3.26], [-5.78, -7.62, -2.06], [3.12, -0.56, 5.12], [4.97, 7.91, -3.56], [0.67, 0.91, -2.20], [1.45, 2.28, -4.52], [-5.38, -0.16, -0.27], [-1.43, -9.21, 0.26], [5.83, -1.38, -5.53], [4.58, -3.05, 4.07], [-2.48, 7.30, 2.60], [0.09, 0.24, 5.16], [-2.33, -4.05, -7.46], [3.86, 2.66, -4.16], [-6.52, -6.96, -6.78], [-2.32, 6.70, 0.18], [-1.00, -7.97, 0.91], [3.22, -0.55, 6.59], [2.47, 3.21, -4.54], [-6.84, -3.94, -2.45], [7.11, -2.31, -3.76], [-5.96, 3.61, -2.64], [6.10, 6.95, -3.54], [-1.09, 5.31, 1.97], [-5.05, 1.49, -2.02], [-3.08, -4.60, -2.66], [7.88, 6.31, 1.86], [3.77, 0.77, 2.97], [7.38, 4.46, 5.11], [-0.76, 1.50, -5.27], [-4.86, 4.04, 1.06], [-0.86, 1.08, -0.43], [-4.30, 1.74, 4.83], [-5.30, -8.08, -3.40], [-4.37, -3.90, -3.06], [7.46, 4.60, 3.53], [3.63, 7.28, -3.77], [-0.52, -1.70, 3.84], [5.73, -1.83, -4.16], [0.56, 1.47, -0.90], [1.38, -1.51, -5.20], [3.73, -3.86, 3.17], [-1.95, -0.82, 0.43], [-5.58, 0.11, -1.69], [-5.89, -1.89, 1.51], [-4.90, -5.48, 1.45], [3.84, 3.21, 2.66], [0.21, 2.71, -5.14], [-5.14, -7.51, 0.31], [0.10, -8.16, 1.86], [-1.64, 6.70, 1.56], [3.13, 6.65, -2.44], [7.42, 7.68, -3.36], [2.45, -4.24, 3.91], [8.65, 9.25, -2.00], [-0.96, -0.37, 4.34], [3.77, 0.63, 4.57], [-6.78, -1.68, 3.70], [-5.12, 2.06, 2.61], [-0.06, 3.44, 8.93], [0.45, 1.96, 7.05], [-2.31, 0.11, -4.11], [2.23, -3.35, -0.15], [-0.86, -4.07, -7.05], [-1.32, -4.96, 1.05], [6.03, 3.77, -0.19], [2.73, 7.26, -0.17], [-4.96, -8.22, -1.01], [-1.76, 6.19, -2.05], [-8.40, -4.42, 0.87], [-0.24, 1.57, 5.71], [-7.70, -4.60, -1.40], [2.40, -1.77, 7.27], [-6.29, -7.64, -4.50], [-5.80, 3.13, 1.76], [0.70, 2.98, -1.07], [-0.66, -6.94, -0.18], [3.42, -3.13, 1.87], [9.73, 4.30, 5.79], [5.31, -0.59, -3.29], [0.29, -2.66, 7.45], [-6.02, -1.46, 0.04], [-2.56, -2.85, 3.89], [6.89, 5.71, 0.78], [-0.73, -3.97, -2.69], [4.79, -0.18, -0.99], [6.21, 3.03, -4.27], [-0.45, -2.74, -6.36], [-3.93, -8.06, -1.32], [-3.31, 7.69, 2.18], [3.52, 6.60, -4.61], [-8.23, -3.79, 1.75], [-7.60, -6.86, -6.71], [0.58, -0.06, -1.93], [-2.73, -5.06, -7.58], [6.25, 2.15, -4.91], [2.64, 3.69, -5.50], [3.11, 3.22, 1.85], [9.52, 8.60, -2.12], [-0.64, -3.35, -1.79], [-0.29, 5.06, 1.28], [-4.30, -7.74, -3.66], [6.27, 3.96, -1.24], [6.86, -3.13, -3.09], [-4.38, 1.48, 2.06], [-3.12, 0.24, -4.83], [3.85, 5.89, -2.14], [5.39, 0.73, -1.11], [2.76, 1.06, 2.68], [2.76, 0.34, 7.01], [-5.48, -2.19, -0.57], [4.36, -0.21, -3.68], [-6.12, -2.96, 1.57], [10.54, 4.80, 6.32], [2.03, 6.44, -0.31], [-2.71, -0.02, -3.11], [6.00, -2.13, -6.19], [1.77, -3.39, 3.94], [2.88, -2.72, 7.01], [4.99, -0.86, -5.73], [-0.19, 3.51, -4.52], [7.26, 3.45, 5.50], [-1.38, -6.89, -0.99], [-4.52, -8.04, 1.04], [0.77, -1.13, -4.38], [0.21, 1.20, 7.79], [-4.83, 1.48, -3.09], [2.95, 8.12, -3.91], [4.83, 8.35, -2.66], [-4.53, -4.46, 1.44], [-0.05, 3.38, -1.75], [-3.00, -3.51, -6.79], [4.80, 0.68, 4.92], [-6.93, -2.86, -2.52], [-3.76, 0.83, 4.58], [-7.45, -1.09, 4.31], [-6.19, -5.94, -6.62], [-4.46, 4.83, 1.70], [-3.32, -2.10, 4.08], [-0.23, -8.69, 2.76], [0.31, -4.94, -5.85], [-2.33, -5.10, 0.67], [-1.51, -9.95, 0.95], [7.68, -1.53, -3.26], [-1.75, -0.80, -4.34], [-8.72, -4.39, -1.72], [-1.94, 7.21, -2.41], [5.85, 2.70, -0.04], [-5.28, -4.74, -1.35], [-5.90, 0.47, 0.32], [-1.28, -5.28, 2.09], [-7.02, 3.87, -2.61], [-7.15, 3.43, 3.30], [-5.21, 4.45, 0.11], [-4.40, -5.95, 2.29], [5.07, 4.28, -0.11], [-1.97, -0.41, 1.44], [2.13, -0.45, 4.94], [-1.05, -3.91, 1.10], [-6.65, 0.13, -1.92], [2.70, -4.45, 4.95], [-7.14, -4.25, -3.45], [-5.54, -6.65, -2.14], [4.98, -2.61, -4.10], [-5.29, 1.53, 5.23], [-1.59, 1.83, -5.89], [6.11, 6.29, -2.68], [1.27, 1.06, -0.17], [-8.22, -5.47, 1.09], [-4.67, -3.99, -4.10], [-2.93, -0.52, 0.04], [7.72, -2.79, -4.53], [-2.90, 6.60, 3.20], [-7.51, -5.67, -1.35], [-5.73, 3.25, -3.64], [2.66, -2.40, -0.44], [0.27, -7.19, -0.68], [-4.40, -2.87, -2.71], [-1.78, -0.54, 5.04], [-5.93, 4.38, 3.26], [-7.22, -8.18, -4.36], [-6.25, -7.14, -7.82], [6.45, 4.93, 5.44], [0.12, 2.31, 5.01], [-3.03, -3.67, 3.33], [-6.38, 2.51, 1.07], [-0.20, -4.27, -7.89], [-4.11, 1.73, -1.52], [-5.28, 4.41, -2.33], [0.66, -3.68, 7.46], [4.40, -4.68, 2.93], [2.16, -4.00, -1.02], [4.49, 4.08, 2.61], [-5.90, 1.40, 2.99], [5.88, 5.98, 1.08], [4.75, -3.52, 4.94], [2.25, 3.98, -3.79], [-5.22, -0.65, -2.37], [6.44, 2.63, -3.28], [-1.35, 0.14, 3.46], [-5.12, -9.30, -0.91], [-1.14, 1.66, 0.45], [7.72, 8.26, -4.23], [2.12, 6.26, -2.57], [-0.22, 0.70, -5.78], [8.71, 10.14, -2.62], [-0.69, 5.39, 2.98], [2.13, 8.07, 0.25], [-7.09, -2.72, 3.75], [1.52, 2.07, 6.92], [-5.95, -5.35, 1.72], [-1.13, -4.84, -5.24], [2.67, -2.36, 2.05], [0.94, -8.65, 1.38], [7.05, 6.16, -0.20], [-1.31, 1.69, 5.84], [3.27, 3.34, 3.59], [-9.44, -4.31, 0.56], [-5.39, -9.16, -3.52], [8.01, 7.39, 1.81], [-1.11, -2.45, -5.55], [3.36, 1.53, 5.04], [-0.04, -3.42, -3.34], [-1.60, 1.42, -1.15], [0.49, -7.20, 2.21], [0.26, 3.13, -6.15], [-3.73, 2.32, 5.56], [1.17, -3.23, 0.10], [-5.79, -1.49, 4.11], [-0.69, -2.72, 6.98], [8.21, 6.94, -3.28], [5.98, 0.26, -3.28], [0.31, -0.43, 5.89], [6.57, 4.09, 3.17], [3.90, 2.54, -3.08], [-0.13, 1.21, -2.73], [4.25, -2.58, 1.42], [4.25, -0.65, 6.93], [-0.71, 7.26, 1.47], [-2.44, -3.49, -8.39], [0.93, 3.68, 9.31], [6.91, 3.81, -4.57], [1.90, -5.09, 3.51], [-4.86, -1.85, 1.85], [8.70, 9.59, -0.96], [4.09, -0.15, 2.49], [-7.06, -1.42, -0.30], [10.07, 3.96, 4.81], [3.50, 6.91, 0.52], [8.28, 3.98, 3.19], [-0.25, -2.42, 4.61], [-1.93, -7.64, 1.35], [-0.51, 2.62, 9.48], [-3.20, 6.05, 0.09], [6.20, 6.48, -4.52], [1.34, -0.81, -6.03], [-0.71, 4.27, 9.22], [-3.20, -5.66, -2.88], [0.10, -2.32, 8.47], [-0.53, -1.97, -7.12], [-0.35, -4.96, -2.44], [-0.63, -9.54, -0.26], [-1.93, -1.90, 0.53], [8.87, 5.89, 1.69], [-3.95, 3.49, 0.80], [-2.96, -4.52, -1.58], [-6.19, -7.55, 0.60], [-2.68, 7.69, -0.10], [2.41, -1.59, -4.85], [1.69, 3.22, -1.45], [8.20, 6.44, 3.91], [1.43, 1.76, -3.65], [4.88, -0.48, 0.05], [3.82, 0.25, -1.24], [-2.14, -3.35, 4.76], [0.62, 3.57, -0.16], [-6.50, -6.58, -4.31], [4.00, -2.27, 4.32], [2.57, -1.68, 8.34], [-1.10, 5.75, -2.79], [3.92, 1.65, -4.57], [9.49, 3.48, 6.46], [-1.88, 4.56, 1.86], [-2.71, 5.65, -2.08], [0.35, -1.52, 3.20]], "orbital_gap_ev": 8.225, "e_tot_ha": -5565.00435, "relative_energy_ev": 4.565, "total_charge": 0, "lumo_energy_ev": 0.09, "e_homo_ha": -0.299}

---

Please write out number 1 again, unchanged.
{"formula": "C8H9BrO", "method": "ωB97M-V/def2-TZVPD", "symbols": ["Br", "O", "C", "C", "C", "C", "C", "C", "C", "C", "H", "H", "H", "H", "H", "H", "H", "H", "H"], "xyz": [[2.59, 2.59, 1.68], [-1.63, -1.11, -1.35], [1.59, -1.12, 0.29], [2.34, 0.01, 0.38], [0.27, 0.97, 1.20], [-2.60, -0.12, -1.63], [1.76, 0.81, 1.51], [0.61, -1.49, -0.75], [-0.59, 0.34, 0.37], [-0.55, -0.79, -0.60], [-3.16, -0.49, -2.48], [0.70, -2.33, -1.43], [1.29, -1.53, 1.26], [2.69, 0.54, -0.49], [-0.17, 1.77, 1.79], [1.88, 0.35, 2.49], [-1.59, 0.74, 0.45], [-2.14, 0.84, -1.90], [-3.29, 0.03, -0.79]], "orbital_gap_ev": 8.723, "smiles": "COC1=CC=C[C@@H](Br)C=C1", "e_tot_ha": -2959.35055, "relative_energy_ev": 2.740, "total_charge": 0, "lumo_energy_ev": 0.26, "e_homo_ha": -0.311}